Computed, not measured: a molecular structure, C20H54O29P5V2 in a non-equilibrium geometry, with wB97M-V/def2-TZVPD.

Geometry as ORCA input:
```
! RIJCOSX wB97M-V def2-TZVPD def2/J DEFGRID3
* xyz 1 1
O -2.79194 1.88921 3.15868
V -1.37874 2.32510 2.69248
O -0.41804 1.22823 3.30817
O -5.01663 2.61592 -2.46549
V -4.41467 3.25528 -1.13225
O -5.26046 2.46744 0.05469
O -1.18148 0.14433 -1.25710
C -1.69231 1.20475 -0.61607
O -2.57310 1.84904 -1.20512
O -1.33440 1.54423 0.51463
H -1.73761 0.16471 -2.03934
C 4.41763 -2.08200 -0.97502
O 3.06009 -2.41897 -0.92412
P 2.39536 -3.40274 -1.95547
O 3.27156 -4.56642 -2.23222
O 0.99877 -3.85578 -1.29372
C 0.96761 -4.82386 -0.20624
O 1.98865 -2.42184 -3.19079
C 1.38655 -1.14189 -3.00658
H 4.96283 -2.34798 -1.88062
H 5.01650 -2.55745 -0.19823
H 4.38989 -0.99403 -0.91449
H 0.76582 -5.83956 -0.54643
H 0.26065 -4.49210 0.55418
H 1.96303 -4.93129 0.22467
H 0.51590 -1.05114 -3.65607
H 2.19114 -0.45439 -3.26752
H 0.85844 -1.07008 -2.05577
C -4.44180 -1.49905 -1.09927
O -3.53046 -2.17428 -1.89189
P -3.33235 -1.76071 -3.43655
O -2.64995 -0.45630 -3.59791
O -2.57199 -3.02881 -4.16630
C -1.50700 -3.64335 -3.41382
O -4.76921 -1.82495 -4.18429
C -5.54984 -2.99453 -3.95999
H -3.99965 -0.70708 -0.49480
H -4.93944 -2.17003 -0.39910
H -5.20931 -0.98312 -1.67620
H -0.83709 -2.91041 -2.96425
H -0.89656 -4.08636 -4.20072
H -1.89619 -4.31320 -2.64705
H -6.47246 -2.63773 -3.50221
H -5.09575 -3.63926 -3.20752
H -5.70459 -3.46026 -4.93326
C 1.77169 6.33153 3.52070
O 2.00625 5.89244 2.19584
P 1.98336 4.28861 1.69634
O 0.86425 3.44696 2.24102
O 2.07460 4.41810 0.09623
C 0.88751 4.20301 -0.62779
O 3.46037 3.82331 2.17478
C 3.63301 3.48288 3.55339
H 1.41964 5.52559 4.16461
H 1.03215 7.12499 3.62851
H 2.73405 6.74297 3.82515
H -0.00698 4.49940 -0.07995
H 0.77549 3.14726 -0.87469
H 0.86772 4.74090 -1.57562
H 2.76060 3.57109 4.20085
H 4.34229 4.19631 3.97297
H 4.02770 2.46718 3.57955
C -1.89373 -1.99076 1.59370
O -3.11135 -2.29733 2.31786
P -3.16255 -2.47537 3.95827
O -2.68523 -1.24207 4.69508
O -4.65377 -2.94946 4.29859
C -5.26913 -2.54245 5.48197
O -2.29672 -3.83819 4.13417
C -1.84320 -4.17589 5.42183
H -1.05425 -2.01502 2.28853
H -2.01507 -1.03807 1.07818
H -1.73120 -2.72574 0.80535
H -6.12531 -1.93550 5.18758
H -4.61003 -2.08198 6.21793
H -5.80351 -3.37391 5.94153
H -1.59706 -3.44516 6.19226
H -0.91838 -4.71218 5.20927
H -2.59210 -4.80046 5.90882
C 3.99943 4.48136 -2.80913
O 2.97371 3.55024 -3.10156
P 1.86973 3.94218 -4.21282
O 1.11505 5.16885 -3.91808
O 2.77511 4.09004 -5.54965
C 3.46231 2.93922 -6.06238
O 0.96784 2.55151 -4.35836
C -0.10445 2.34286 -3.43937
H 5.01400 4.13601 -3.00783
H 3.99559 4.71125 -1.74365
H 3.78175 5.39022 -3.37010
H 2.83912 2.52880 -6.85692
H 3.64500 2.18157 -5.30035
H 4.47703 3.19068 -6.37095
H -0.28470 3.21760 -2.81451
H 0.29764 1.57911 -2.77371
H -1.03466 2.02846 -3.91263
O 3.87496 -0.29640 1.78097
C 2.64078 -0.42664 1.67835
O 1.89683 -1.16142 2.51414
C 2.42525 -1.80051 3.68165
C 1.37353 -2.68659 4.38413
C 1.89463 0.44006 0.67905
H 2.80372 -1.06236 4.38875
H 3.26375 -2.43414 3.39264
H 1.02867 -3.37302 3.61084
H 0.57866 -2.01560 4.70980
H 1.86337 -3.21633 5.20116
H 1.56306 -0.21722 -0.12478
H 2.53838 1.26353 0.36987
H 0.98679 0.74616 1.19888
*
```

Values from the calculation:
calculated total energy = -178814.31571 eV
HOMO level = -11.89 eV
gap between HOMO and LUMO = 5.69 eV

Mulliken population analysis, charges in e, atoms 1 to 8:
1 O -0.619
2 V 1.285
3 O -0.433
4 O -0.425
5 V 1.351
6 O -0.498
7 O 1.184
8 C -1.430